Density functional theory data (ωB97M-V with the def2-TZVPD basis set) for a cluster of 3 separate species, C4H16N2O2 in total in a non-equilibrium geometry.

XYZ file:
```
24
Properties=species:S:1:pos:R:3:forces:R:3
C -1.119 -1.309 -1.968 2.0 0.7 2.4
N -0.429 0.035 -2.218 -1.2 -1.1 -1.4
C 0.290 0.833 -1.183 -2.0 -3.4 0.8
C -0.619 1.857 -0.483 1.7 2.1 -2.7
C 0.682 -0.211 -0.066 -0.4 1.1 0.2
N 1.896 0.225 0.689 -1.4 -2.3 0.6
H -1.587 -1.236 -0.928 0.1 -0.7 -1.4
H -1.850 -1.619 -2.724 0.3 0.6 0.1
H -0.291 -2.107 -1.908 -1.5 1.0 -0.2
H -1.091 0.593 -2.748 0.3 0.2 0.3
H 1.190 1.098 -1.704 0.5 1.2 0.1
H -0.996 1.446 0.375 -1.1 -0.9 2.1
H -1.464 2.266 -1.078 0.7 -0.4 0.1
H 0.036 2.701 -0.231 -0.4 0.2 0.3
H -0.213 -0.328 0.585 0.8 0.2 -0.2
H 0.756 -1.189 -0.487 0.8 -0.6 -0.4
H 2.252 1.002 0.197 1.4 0.4 -0.4
H 2.518 -0.601 0.893 -0.6 1.9 -0.7
O -0.600 -2.019 2.038 2.5 -1.0 -0.3
H 0.387 -2.172 1.875 -2.1 -0.1 0.0
H -0.493 -1.320 2.686 -0.6 0.7 0.2
O -0.107 0.581 2.836 -0.2 0.5 0.0
H 0.290 0.984 2.024 0.3 -0.7 1.3
H 0.564 0.488 3.529 0.0 0.4 -0.6
```
Forces are in eV/Å.

- SMILES: CN[C@@H](C)CN.O.O
- HOMO energy: -8.33 eV
- Relative energy (zero: lowest compared OMol25 entry of this formula, charge and spin): 47.4 kcal/mol

Density functional theory data (ωB97M-V with the def2-TZVPD basis set) for a cluster of 2 separate species, C21H43N2OPSi in total in a non-equilibrium geometry.

XYZ file:
```
69
Properties=species:S:1:pos:R:3:forces:R:3
C -0.896 -0.235 4.590 0.3 0.2 -0.3
Si -0.930 -0.805 2.734 -0.7 -0.3 0.3
C -2.483 -1.922 2.479 0.2 0.7 -0.4
C 0.602 -1.844 2.246 0.6 -0.8 0.6
C 2.018 -1.127 2.496 -0.2 0.9 -0.1
C 2.924 -0.918 1.187 0.9 -0.3 0.9
C 2.952 -2.153 0.163 0.2 0.2 -1.0
C 2.498 -1.673 -1.318 0.3 0.5 0.1
C 1.123 -0.852 -1.343 -0.9 0.0 -0.3
C 0.532 -0.576 -2.823 0.2 0.6 0.7
C 1.609 -0.029 -3.880 -0.8 -0.9 0.0
P 1.344 1.842 -4.316 0.3 -0.6 -0.4
C 1.203 3.669 -4.887 0.5 1.5 0.4
C 1.211 4.717 -3.635 0.4 -0.2 -1.2
C 2.655 4.829 -2.938 -0.2 0.0 -0.4
N 2.514 5.716 -1.744 0.1 -0.6 -0.4
C -1.188 0.782 1.694 -0.6 3.1 -2.3
C -2.531 0.930 0.889 2.1 3.3 -0.6
C -2.854 2.215 0.038 3.6 -0.7 2.4
C -1.799 3.353 0.026 0.3 -3.3 1.7
C -0.458 3.194 0.802 -1.7 -2.2 0.5
C -0.104 1.925 1.660 -4.5 0.6 -2.7
H -0.379 0.797 4.664 -0.8 -1.7 0.1
H -0.330 -1.028 5.193 -1.0 1.3 -0.5
H -1.998 -0.136 4.895 1.7 -0.1 -0.1
H -3.366 -1.381 2.968 1.0 -1.0 -0.6
H -2.276 -2.947 2.928 -0.6 1.4 -0.8
H -2.686 -1.974 1.342 0.2 -0.4 1.9
H 0.587 -2.783 2.927 -0.2 1.3 -1.1
H 0.426 -2.225 1.186 0.5 0.5 1.3
H 2.630 -1.633 3.332 -1.1 0.6 -1.4
H 1.780 -0.064 2.894 0.6 -1.6 -0.5
H 2.645 0.088 0.717 0.3 -1.6 0.3
H 4.012 -0.788 1.565 -1.7 0.0 -0.6
H 4.035 -2.545 0.067 -1.7 0.6 0.2
H 2.325 -3.055 0.487 0.7 1.5 -0.2
H 3.336 -0.974 -1.695 -1.3 -1.0 0.5
H 2.463 -2.551 -2.072 -0.1 1.3 1.3
H 1.175 0.176 -0.827 0.3 -1.6 -0.6
H 0.288 -1.426 -0.781 1.4 0.8 -0.8
H -0.251 0.269 -2.690 0.9 -1.3 -0.2
H -0.049 -1.499 -3.156 1.0 1.2 0.2
H 2.698 -0.110 -3.550 -1.5 -0.2 -0.4
H 1.418 -0.590 -4.869 0.7 0.8 1.3
H 0.262 1.443 -5.204 0.3 0.3 0.4
H 1.016 2.164 -2.953 0.0 0.0 -0.3
H 2.732 1.867 -4.705 -0.1 0.0 0.0
H 2.148 3.928 -5.500 -1.5 -0.5 0.7
H 0.289 3.804 -5.562 1.1 0.0 1.0
H 0.964 5.746 -4.082 0.2 -1.4 1.0
H 0.419 4.404 -2.874 1.0 0.5 -0.9
H 3.397 5.340 -3.663 -1.2 -1.0 1.1
H 3.073 3.783 -2.660 -0.6 1.5 -0.6
H 3.412 6.120 -1.450 -0.6 -0.6 0.0
H 2.059 5.190 -0.984 0.6 0.5 -0.4
H -3.349 0.130 0.885 1.6 1.1 0.2
H -3.856 2.266 -0.523 1.9 0.1 1.0
H -2.046 4.297 -0.563 0.6 -1.4 1.0
H 0.293 4.057 0.778 -1.3 -1.4 0.0
H 0.866 1.827 2.246 -1.5 0.3 -1.0
C -4.441 -5.187 4.019 -0.2 -0.1 0.2
C -4.121 -5.435 2.570 0.2 0.1 -0.5
N -4.733 -6.508 2.000 -0.1 -0.2 -0.2
O -3.362 -4.729 1.927 -0.2 -0.4 0.2
H -4.888 -4.196 4.120 0.2 0.0 0.0
H -3.518 -5.232 4.600 -0.1 0.1 -0.1
H -5.139 -5.927 4.414 0.1 0.1 0.0
H -5.365 -7.117 2.491 0.1 0.2 0.0
H -4.534 -6.695 1.029 0.0 0.0 0.1
```
Forces are in eV/Å.

- SMILES: C[Si](C)(CCCCCCCC[PH3]CCCN)c1ccccc1.CC(N)=O
- HOMO energy: -7.83 eV

Density functional theory data (ωB97M-V with the def2-TZVPD basis set) for the molecule C18H31N5O3S.

XYZ file:
```
58
Properties=species:S:1:pos:R:3:forces:R:3
C -0.322 -0.768 -4.590 0.0 0.0 0.0
C 1.036 -0.225 -5.009 0.0 0.0 0.0
N 2.094 -0.454 -4.028 0.0 0.0 0.0
C 3.389 -0.083 -4.596 0.0 0.0 0.0
C 4.525 -0.330 -3.615 0.0 0.0 0.0
C 4.290 0.416 -2.303 0.0 0.0 0.0
C 2.933 0.013 -1.775 0.0 0.0 0.0
O 2.675 0.750 -0.564 0.0 0.0 0.0
N 1.807 0.064 0.249 0.0 0.0 0.0
C 0.467 0.270 0.244 0.0 0.0 0.0
O -0.101 1.054 -0.494 0.0 0.0 0.0
C -0.253 -0.640 1.230 0.0 0.0 0.0
C -1.126 -1.618 0.427 0.0 0.0 0.0
N -0.476 -2.140 -0.771 0.1 0.2 0.0
C 0.701 -2.800 -0.735 -0.1 -0.2 0.0
O 1.262 -3.095 0.311 0.0 0.0 0.0
C 1.253 -3.189 -2.092 -0.1 -0.1 0.0
C 2.555 -3.919 -2.047 0.1 0.1 0.0
C 3.321 -4.234 -3.135 0.0 0.0 0.0
N 4.484 -4.882 -2.850 0.0 0.0 0.0
N 4.652 -5.080 -1.596 0.0 0.0 0.0
S 3.397 -4.478 -0.686 0.0 0.0 0.0
C -1.024 0.145 2.323 0.0 0.0 0.0
C -2.204 0.951 1.775 0.0 0.0 0.0
C -0.039 1.104 2.998 0.0 0.0 0.0
C -1.536 -0.849 3.369 0.0 0.0 0.0
C 1.848 0.298 -2.803 0.0 0.0 0.0
H -1.039 -0.629 -5.400 0.0 0.0 0.0
H -0.261 -1.837 -4.377 0.0 0.0 0.0
H -0.721 -0.250 -3.717 0.0 0.0 0.0
H 1.344 -0.715 -5.935 0.0 0.0 0.0
H 0.948 0.852 -5.233 0.0 0.0 0.0
H 3.543 -0.668 -5.505 0.0 0.0 0.0
H 3.383 0.983 -4.888 0.0 0.0 0.0
H 4.602 -1.403 -3.418 0.0 0.0 0.0
H 5.467 -0.015 -4.067 0.0 0.0 0.0
H 5.064 0.185 -1.570 0.0 0.0 0.0
H 4.298 1.497 -2.470 0.0 0.0 0.0
H 2.948 -1.054 -1.527 0.0 0.0 0.0
H 2.236 -0.644 0.824 0.0 0.0 0.0
H 0.497 -1.237 1.753 0.0 0.0 0.0
H -1.410 -2.454 1.066 0.0 0.0 0.0
H -2.032 -1.120 0.090 0.0 0.0 0.0
H -0.816 -1.829 -1.666 0.0 0.0 0.0
H 0.503 -3.813 -2.588 0.0 0.0 0.0
H 1.374 -2.298 -2.718 0.0 0.0 0.0
H 3.082 -4.005 -4.163 0.0 0.0 0.0
H -2.987 0.305 1.372 0.0 0.0 0.0
H -2.652 1.526 2.588 0.0 0.0 0.0
H -1.889 1.638 0.992 0.0 0.0 0.0
H 0.827 0.566 3.393 0.0 0.0 0.0
H 0.319 1.864 2.300 0.0 0.0 0.0
H -0.524 1.616 3.830 0.0 0.0 0.0
H -0.721 -1.454 3.774 0.0 0.0 0.0
H -2.001 -0.311 4.197 0.0 0.0 0.0
H -2.289 -1.523 2.956 0.0 0.0 0.0
H 1.824 1.386 -2.988 0.0 0.0 0.0
H 0.879 0.033 -2.389 0.0 0.0 0.0
```
Forces are in eV/Å.

- SMILES: CCN1CCC[C@@H](ONC(=O)[C@H](CNC(=O)Cc2cnns2)C(C)(C)C)C1
- HOMO energy: -9.18 eV
- Relative energy (zero: lowest compared OMol25 entry of this formula, charge and spin): 0.7 kcal/mol

Density functional theory data (ωB97M-V with the def2-TZVPD basis set) for the ion C5H12NS2 with charge -1.

XYZ file:
```
20
Properties=species:S:1:pos:R:3:forces:R:3
S 0.863 -2.787 -3.267 0.1 0.1 0.0
C -0.001 -1.437 -2.394 -0.1 -0.6 0.1
C -0.621 -1.898 -1.064 -0.3 0.0 -0.1
C -1.061 -0.742 -0.167 0.1 -0.1 -0.2
N 0.098 -0.124 0.477 0.1 -0.1 0.0
C -0.148 1.215 0.961 -0.5 0.0 0.0
C 0.792 1.547 2.123 -0.3 0.2 -0.3
S 1.064 3.342 2.323 0.1 0.0 0.1
H -0.828 -1.107 -3.028 0.1 0.4 0.0
H 0.670 -0.586 -2.212 0.0 0.0 -0.1
H -1.499 -2.516 -1.295 0.2 0.1 0.0
H 0.072 -2.554 -0.533 0.1 0.1 0.0
H -1.601 -0.006 -0.793 0.0 -0.1 0.1
H -1.747 -1.083 0.621 0.0 0.1 -0.1
H 0.853 -0.111 -0.206 -0.1 0.0 0.2
H -0.130 1.968 0.161 0.3 0.1 0.1
H -1.178 1.258 1.344 0.1 -0.1 -0.1
H 0.339 1.211 3.052 0.1 -0.1 0.1
H 1.729 1.017 1.992 0.2 0.1 0.0
H 2.334 3.394 1.906 0.0 0.0 -0.1
```
Forces are in eV/Å.

- SMILES: [S-]CCCNCCS
- HOMO energy: -2.37 eV
- Net charge: -1
- Relative energy (zero: lowest compared OMol25 entry of this formula, charge and spin): 0.0 kcal/mol

Density functional theory data (ωB97M-V with the def2-TZVPD basis set) for a structure of composition C28H19I2N4O2PS3V.

XYZ file:
```
60
Properties=species:S:1:pos:R:3:forces:R:3
V -0.274 -0.351 -1.385 0.6 0.6 0.3
O 3.558 -1.304 -0.690 0.0 0.0 0.0
C 2.568 -0.781 -0.175 0.1 0.0 0.0
O 1.822 0.111 -0.699 0.0 -0.1 -0.1
C 2.199 -1.198 1.244 -0.1 0.1 0.0
C 3.017 -2.098 1.915 0.0 0.0 0.0
C 2.736 -2.487 3.214 0.0 0.0 0.0
C 1.619 -1.972 3.856 0.0 0.0 0.0
C 0.791 -1.077 3.195 0.0 0.0 -0.1
C 1.067 -0.681 1.885 0.1 -0.1 0.2
P -0.056 0.441 0.984 -0.2 -0.1 -0.5
C 0.746 2.075 1.112 0.0 0.0 0.0
C 1.789 2.340 1.992 0.0 0.0 0.0
C 2.349 3.609 2.051 0.0 0.0 0.0
C 1.865 4.621 1.236 0.0 0.0 0.0
C 0.825 4.363 0.355 0.0 0.0 0.0
C 0.272 3.093 0.288 0.0 0.0 0.0
C -1.483 0.604 2.114 0.0 0.0 0.1
C -1.722 1.724 2.904 0.0 0.0 0.0
C -2.905 1.839 3.622 0.0 0.0 0.0
C -3.850 0.827 3.570 0.0 0.0 0.0
C -3.612 -0.303 2.799 0.0 0.0 0.0
C -2.441 -0.410 2.066 0.0 0.0 0.0
H 3.877 -2.478 1.379 0.0 0.0 0.0
H 3.383 -3.190 3.725 0.0 0.0 0.0
H 1.387 -2.268 4.873 0.0 0.0 0.0
H -0.084 -0.685 3.698 0.0 0.0 0.0
H 2.170 1.548 2.627 0.0 0.0 0.0
H 3.167 3.804 2.735 0.0 0.0 0.0
H 2.304 5.611 1.284 0.0 0.0 0.0
H 0.446 5.147 -0.288 0.0 0.0 0.0
H -0.531 2.888 -0.410 0.0 0.0 0.0
H -1.003 2.533 2.926 0.0 0.0 0.0
H -3.108 2.741 4.183 0.0 0.0 0.0
H -4.787 0.938 4.102 0.0 0.0 0.0
H -4.357 -1.088 2.740 0.0 0.0 0.0
H -2.271 -1.273 1.432 0.0 0.0 0.0
S -2.350 0.782 -1.867 -0.2 0.2 0.3
C -2.081 1.807 -3.269 0.3 -0.1 0.0
C -3.205 2.401 -3.899 -0.2 0.2 -0.1
N -4.128 2.873 -4.402 0.0 0.0 0.0
C -0.822 1.934 -3.779 -0.2 -0.1 0.4
S 0.583 1.215 -3.086 0.0 -0.2 0.0
C -0.630 2.719 -4.962 -0.1 0.1 -0.3
N -0.469 3.330 -5.925 0.0 0.0 0.0
C 0.592 -5.697 -4.254 0.0 0.0 0.0
C 0.695 -4.419 -3.472 -0.2 0.0 0.1
C 1.761 -3.544 -3.656 0.1 0.1 0.0
C 1.736 -2.355 -2.945 0.1 -0.2 -0.1
N 0.758 -2.114 -2.087 -0.4 0.1 -0.1
C -0.233 -3.027 -1.939 -0.2 0.1 0.1
S -1.420 -2.488 -0.813 -0.1 -0.1 0.0
N -0.309 -4.167 -2.632 0.2 -0.2 -0.1
H 1.575 -6.057 -4.558 0.0 0.0 0.0
H -0.004 -5.527 -5.153 0.0 0.0 0.0
H 0.086 -6.455 -3.658 0.0 0.0 0.0
H 2.564 -3.777 -4.341 0.0 0.0 0.0
H 2.496 -1.588 -3.027 0.0 0.0 0.0
I -3.650 2.475 -0.294 0.1 -0.1 -0.2
I -5.019 4.471 1.558 0.0 -0.1 -0.1
```
Forces are in eV/Å.

- <S²>: 0.772
- 2S+1: 2
- HOMO energy (alpha / beta): -1.94 / -1.46 eV
- Net charge: -2
- Relative energy (zero: lowest compared OMol25 entry of this formula, charge and spin): 0.0 kcal/mol

Density functional theory data (ωB97M-V with the def2-TZVPD basis set) for the ion C2H7N2OS with charge +1 in a non-equilibrium geometry.

XYZ file:
```
13
Properties=species:S:1:pos:R:3:forces:R:3
C 0.471 1.777 -0.490 0.6 3.1 5.4
S -0.719 0.603 0.064 1.5 -1.0 -1.3
C 0.276 -0.831 -0.330 -2.1 2.0 -1.1
N -0.582 -1.992 -0.560 -1.4 0.5 0.4
N -0.336 0.597 1.937 1.3 0.7 1.3
O 0.567 1.265 2.252 -1.3 -0.8 -0.5
H 1.457 1.817 0.206 -2.1 -0.7 -2.1
H 0.016 2.783 -0.256 0.3 -0.8 -0.2
H 0.522 1.749 -1.499 0.8 -0.6 -3.1
H 0.907 -0.999 0.462 1.8 -0.6 1.7
H -1.423 -1.721 -1.063 0.5 -0.1 -1.8
H -0.032 -2.746 -0.933 -0.1 -0.6 -0.7
H -1.125 -2.303 0.212 0.3 -1.2 1.9
```
Forces are in eV/Å.

- SMILES: C/S(=C/[NH3+])#[N+][O-]
- HOMO energy (alpha / beta): -12.79 / -12.79 eV
- Net charge: +1
- Relative energy (zero: lowest compared OMol25 entry of this formula, charge and spin): 128.0 kcal/mol

What is the formula in the second record? C21H43N2OPSi